Density functional theory data (wB97M-V/def2-TZVPD) for the molecule C12H17N5O5 in a non-equilibrium geometry.

For the energy relative to the best compared isomer or geometry (same formula, charge and spin), the calculation gives 27.5 kJ/mol. The value obtained for the HOMO energy is -0.3465 hartree. As for the maximum force: 1.42 eV Å⁻¹. The calculation puts the lowest unoccupied orbital energy at 0.593 eV. For the molar mass, the calculation gives 311.298 u.

Positions of all 39 atoms, in Å:
C -4.959528 -1.825359 -0.022419
H -5.766838 -1.227130 0.404318
H -5.332498 -2.463882 -0.818694
H -4.508114 -2.426256 0.769064
O -3.979769 -0.981271 -0.614477
C -3.490340 -0.009119 0.158625
O -3.858126 0.205705 1.281871
C -2.411988 0.767779 -0.582001
C -1.222858 -0.175263 -0.826314
H -1.049007 -0.801482 0.050340
H -1.437402 -0.838719 -1.663370
C 0.039380 0.624977 -1.125309
N 0.399886 1.438681 0.023059
C 1.599004 2.009263 0.215995
O 1.853597 2.741437 1.152409
C 2.700298 1.639849 -0.797319
H 2.385904 1.808299 -1.829212
H 3.594494 2.226021 -0.568684
O 2.983482 0.248829 -0.638254
C 4.154631 -0.122315 -0.127889
O 5.110560 0.574589 0.040569
C 4.101387 -1.616500 0.228355
N 2.751246 -2.027961 0.457613
C 1.869813 -1.612430 1.398426
N 0.707274 -2.144587 1.130753
N 0.878090 -2.874735 0.032963
N 2.070521 -2.814190 -0.380180
H 2.102835 -0.959887 2.211940
H 4.725151 -1.785921 1.110412
H 4.493119 -2.201986 -0.608291
C -0.672688 1.733799 0.961547
C -1.969792 2.003859 0.212708
H -2.743272 2.261824 0.936975
H -1.827543 2.853100 -0.456864
H -0.364301 2.607246 1.539273
H -0.806392 0.893421 1.649911
H -0.133573 1.270007 -1.998099
H 0.848329 -0.066787 -1.364408
H -2.834987 1.067106 -1.545343

Forces on the atoms, in the same order (eV/Å):
-0.236 -0.095 0.289
0.049 -0.088 -0.046
0.032 0.029 0.032
-0.051 0.026 -0.050
0.129 -0.070 -0.331
0.195 0.391 -0.222
-0.077 -0.099 0.194
-0.163 -0.056 0.157
0.031 0.107 -0.177
0.008 -0.014 -0.050
0.049 -0.034 0.043
0.013 -0.291 -0.405
-0.306 -0.068 0.158
0.467 -0.221 -0.377
0.254 0.256 0.241
0.056 0.601 0.191
0.056 -0.088 0.069
-0.256 -0.070 -0.052
-0.215 -0.112 -0.204
0.224 -0.311 0.128
0.068 -0.042 0.009
0.406 0.371 -0.192
-1.000 -0.070 1.005
0.377 -0.319 -0.523
-0.159 0.570 0.972
-0.707 -0.553 -0.499
1.096 -0.197 -0.865
0.083 0.217 0.222
-0.102 0.032 -0.175
-0.037 0.083 0.139
-0.188 0.342 0.271
-0.020 -0.121 0.128
0.040 0.069 -0.066
0.005 0.023 -0.009
-0.073 -0.190 -0.039
0.011 0.057 0.051
0.006 -0.098 -0.027
-0.082 0.075 -0.026
0.014 -0.042 0.035


Density functional theory data (wB97M-V/def2-TZVPD) for the molecule C12H17NOS in a non-equilibrium geometry.

For the energy relative to the best compared isomer or geometry (same formula, charge and spin), the calculation gives 731.7 kJ/mol. The value obtained for the HOMO energy is -0.2732 hartree. As for the maximum force: 5.41 eV Å⁻¹. The calculation puts the lowest unoccupied orbital energy at 0.172 eV. For the molar mass, the calculation gives 223.341 u.

Positions of all 32 atoms, in Å:
C -2.685950 -1.133369 -1.095336
C -2.514863 -1.606553 0.274086
C -1.660698 -0.544838 -1.783666
C -1.266411 -1.547681 0.725290
C -0.350263 -0.138820 -1.300528
C -0.088531 -1.089968 -0.102340
C 1.349707 2.003339 -0.288659
C -0.807981 1.625352 -1.067916
C 2.212180 0.981585 0.446882
C 1.191360 -1.679978 0.245642
C 1.394090 -2.725268 1.314252
C -0.436500 1.791534 1.294104
N 0.000983 2.138921 -0.069092
O 2.388769 -0.440156 -1.898956
S 2.642578 -0.748029 -0.452894
H -3.726508 -1.024914 -1.408764
H -3.400919 -1.583195 0.883408
H -2.034248 -0.086007 -2.656390
H -1.171134 -1.566147 1.818200
H 0.361436 -0.183338 -2.077338
H 1.806364 3.008975 0.028772
H 1.628878 2.114392 -1.364224
H -0.641777 1.987739 -2.064748
H -1.817798 1.817315 -0.726652
H 3.184352 1.389647 0.594002
H 1.707992 1.028235 1.390710
H 1.210736 -3.678631 0.979140
H 0.819233 -2.496762 2.097490
H 2.412883 -2.765136 1.504946
H -1.519217 2.139108 1.509230
H -0.420998 0.658231 1.399908
H 0.232246 2.354415 1.851442

Forces on the atoms, in the same order (eV/Å):
0.342 0.186 -0.063
0.327 1.713 -1.584
-2.773 -0.751 0.623
0.737 0.611 0.958
-2.740 -0.264 2.003
3.084 -1.862 1.060
4.345 2.857 -1.482
0.667 -2.522 0.569
-0.362 -0.669 -0.953
-3.204 3.141 -1.792
1.315 1.769 -3.441
-2.475 -0.881 -1.938
-2.248 0.053 0.703
0.593 -0.264 0.597
-1.885 0.914 0.753
0.450 -0.288 -0.564
-0.015 -0.715 0.437
0.071 0.569 -1.329
0.561 -0.478 -0.379
1.058 0.243 -0.292
-0.177 -1.153 0.182
-0.631 -0.729 0.448
0.256 0.380 -0.342
-0.491 -0.792 -0.469
0.839 0.362 -0.056
0.320 -1.482 0.958
-1.034 -2.289 -0.990
-1.941 0.651 3.368
2.026 0.215 1.065
1.767 -0.431 -0.551
0.175 1.386 0.472
1.043 0.521 2.028


Density functional theory data (wB97M-V/def2-TZVPD) for a structure of composition C12H17O2Se2Zr in a non-equilibrium geometry.

For the energy relative to the best compared isomer or geometry (same formula, charge and spin), the calculation gives 0.0 kJ/mol. The value obtained for the HOMO energy is -0.7322 hartree. As for the total charge: +3. As for the maximum force: 1.73 eV Å⁻¹. The calculation puts the lowest unoccupied orbital energy at -12.058 eV. For the molar mass, the calculation gives 442.410 u.

Positions of all 34 atoms, in Å:
Zr 1.108728 -1.607940 -1.609801
C -1.833057 1.153732 -1.184510
C -0.825577 0.242467 -0.517151
O 0.130325 -0.011955 -1.536908
C -1.245526 -1.122560 -0.063184
C -2.571238 -1.521185 0.045812
C -2.919926 -2.879126 0.197547
C -1.983684 -3.864213 0.021211
C -0.638823 -3.499826 -0.041834
C -0.279439 -2.175898 0.080046
O 1.076029 -1.849347 0.289823
H -1.368954 2.012657 -1.601032
H -2.671216 1.449895 -0.546269
H -2.206238 0.571239 -2.048400
H -3.378748 -0.799164 -0.044785
H -3.957716 -3.120623 0.398858
H -2.238141 -4.926648 -0.019284
H 0.147555 -4.240309 -0.024454
C 4.031086 -0.318969 0.648351
Se 3.168098 0.149108 -1.045498
C 2.375409 1.968258 -0.749708
C 1.410575 2.424973 0.342480
Se 0.062984 1.229259 1.173913
C -1.305195 2.575385 1.520864
H 4.798634 0.439120 0.846261
H 4.493532 -1.294796 0.519636
H 3.332867 -0.371020 1.478121
H 1.911461 2.188061 -1.724668
H 3.261630 2.637979 -0.725527
H 0.847808 3.271490 -0.060641
H 1.917672 2.768211 1.266571
H -1.530868 3.128342 0.617694
H -0.869172 3.260805 2.231035
H -2.250876 2.132605 1.865417

Forces on the atoms, in the same order (eV/Å):
0.922 0.445 0.163
-1.029 -1.365 0.288
0.174 0.843 -0.052
0.330 0.321 0.091
-1.095 -0.810 0.736
0.207 0.156 -0.131
-0.495 0.606 -0.032
0.502 -0.832 -0.156
-0.215 -0.654 0.461
0.120 1.019 0.168
-0.477 -0.064 -0.766
0.583 0.854 -0.180
0.144 -0.145 -0.169
-0.142 0.317 0.412
0.146 -0.025 0.083
0.036 -0.078 -0.186
-0.080 0.412 0.103
0.064 -0.280 0.131
0.186 0.178 0.296
0.253 0.541 0.401
0.136 0.300 -0.858
0.074 0.083 0.881
-0.282 -0.514 -1.180
-0.450 0.007 -0.413
-0.175 -0.211 -0.214
0.083 0.035 -0.167
-0.239 0.055 -0.123
0.195 -0.392 0.258
-0.377 -0.524 0.187
0.060 -0.073 0.083
-0.044 -0.140 -0.572
0.215 0.026 -0.297
0.046 0.040 0.498
0.621 -0.130 0.254


Density functional theory data (wB97M-V/def2-TZVPD) for a structure of composition C12H18AgF2NO9 in a non-equilibrium geometry.

The value obtained for the HOMO energy (spin up / spin down) is -0.3678 / -0.3108 hartree. As for the spin multiplicity: 3. As for the maximum force: 6.74 eV Å⁻¹. The calculation puts the lowest unoccupied orbital energy (spin up / spin down) at 0.492 / -3.211 eV. For the molar mass, the calculation gives 466.138 u.

Positions of all 43 atoms, in Å:
Ag 0.300306 1.635391 0.071790
F 1.936188 2.578315 1.375810
F -0.788279 1.669893 2.059377
N -1.082854 4.516032 0.317619
O -0.965043 3.551174 -0.343753
O -1.619798 5.504326 -0.264311
O -0.537198 4.526091 1.398680
O 0.869412 -0.378918 0.966817
C 1.175463 -1.179726 1.843232
O 1.220732 -2.450753 1.535450
C 1.473926 -3.368938 2.694970
C 1.566854 -2.423623 3.788930
C 1.291996 -0.983966 3.303021
H 2.480805 -3.778679 2.614887
H 0.771378 -4.176090 2.902421
H 2.582298 -2.435804 4.184943
H 1.019149 -2.722774 4.682584
H 2.134561 -0.323876 3.509098
H 0.329499 -0.666894 3.704467
O 1.060879 0.841456 -1.816586
C 1.871532 0.241444 -2.499042
O 2.054531 -1.029970 -2.333934
C 3.203625 -1.554993 -2.979185
C 3.560290 -0.355438 -3.962586
C 2.752377 0.864012 -3.566325
H 2.886304 -2.476915 -3.466476
H 3.905271 -1.638050 -2.149188
H 3.479108 -0.760886 -4.971115
H 4.627015 -0.192757 -3.808565
H 2.218845 1.280435 -4.420752
H 3.394029 1.628879 -3.128881
O -1.547928 0.450958 -0.607579
C -2.744223 0.408634 -0.454515
O -3.484656 0.145548 -1.474215
C -4.883564 0.067326 -1.091562
C -4.876893 0.165717 0.406820
C -3.606709 0.782866 0.754884
H -5.109435 -0.912741 -1.511743
H -5.525421 0.846429 -1.502790
H -5.127452 -0.839852 0.744696
H -5.641521 0.853689 0.767572
H -3.069516 0.297636 1.569789
H -3.555883 1.795392 1.155250

Forces on the atoms, in the same order (eV/Å):
-0.121 0.979 3.385
-0.950 -0.626 -1.250
0.310 0.021 -1.161
0.781 5.700 2.244
-0.123 -5.339 -4.116
0.203 -1.221 1.304
-0.759 0.866 0.455
1.264 -1.531 1.245
-1.952 1.786 -1.432
0.188 -3.454 -0.346
0.839 0.717 -1.471
1.125 1.705 3.538
0.158 -0.961 0.640
-0.303 -0.419 -0.929
-0.454 0.334 -1.041
0.200 0.034 -0.069
-0.567 0.236 -0.198
-0.490 0.293 0.235
0.266 0.716 -0.222
0.654 -0.105 -1.087
-1.269 2.144 0.593
-0.950 -1.080 0.744
-0.384 2.101 -0.454
1.999 -1.995 -0.005
0.320 -1.267 -0.063
0.507 0.018 0.138
0.397 -0.633 -0.511
-0.375 0.571 -0.132
0.052 0.218 -0.251
-0.319 0.049 0.403
-0.271 0.051 0.070
0.276 -0.280 0.207
1.333 2.668 1.038
-1.788 -0.255 -1.571
0.271 -0.440 -0.894
-2.839 -0.112 0.341
3.342 -1.444 1.095
-0.856 0.159 0.310
0.563 0.063 -0.648
0.544 0.149 0.799
-0.532 -0.414 -0.196
-0.116 -0.323 0.263
-0.175 0.320 -0.999


Density functional theory data (wB97M-V/def2-TZVPD) for a structure of composition C12H18As2Ca3F15NO11 in a non-equilibrium geometry.

The value obtained for the HOMO energy is -0.5856 hartree. As for the total charge: +2. As for the maximum force: 4.82 eV Å⁻¹. The calculation puts the lowest unoccupied orbital energy at -6.998 eV. For the molar mass, the calculation gives 907.320 u.

Positions of all 62 atoms, in Å:
Ca 4.244565 0.888800 1.513324
Ca 0.158292 -3.070889 0.290361
Ca -0.968583 0.506048 2.502772
As 5.333895 2.008893 -2.132993
F 4.282974 0.740839 -2.645466
F 5.359937 1.111871 -0.531027
F 6.470510 3.169312 -1.565281
F 5.426205 2.625509 -3.753894
F 4.050272 3.080280 -1.653313
F 6.734974 0.973947 -2.506421
As 2.304349 -1.991328 3.569057
F 0.746534 -1.138598 3.281080
F 2.761484 -0.947532 4.870381
F 3.836432 -2.743194 3.529882
F 1.766019 -3.023055 2.198910
F 3.124858 -0.741302 2.489998
F 1.486697 -3.036775 4.633628
C -2.322869 -2.677274 1.946923
O -1.553699 -3.899197 1.968310
O -1.352936 -1.748007 1.650374
C -3.524470 -2.781906 0.965493
F -4.466108 -1.908739 1.311561
F -3.178770 -2.592687 -0.310287
F -4.052995 -4.010275 1.039496
C -2.024611 -4.906234 2.874804
C -1.225344 -6.211047 2.770277
H -0.156541 -6.009904 2.683538
H -1.415030 -6.801715 3.663339
H -1.535938 -6.810315 1.914253
H -3.076641 -5.134611 2.734904
H -1.844909 -4.531859 3.887100
H -2.796031 -2.557562 2.928397
N 1.446761 -0.095517 0.043931
O 2.522584 0.544932 0.052614
O 1.429569 -1.245775 -0.402975
O 0.494849 0.378315 0.701630
C -3.991096 -0.039323 -4.057765
C -2.508228 -0.266964 -3.877143
C -1.827577 0.715794 -2.918204
O -1.166309 -0.150858 -1.981733
C -1.391636 -1.440921 -2.278362
O -0.854803 -2.322517 -1.658744
O -2.251876 -1.542144 -3.262892
H -4.100471 0.950590 -4.508607
H -4.564206 -0.041649 -3.129437
H -4.495951 -0.741041 -4.719375
H -1.987035 -0.244981 -4.833882
H -2.488525 1.264763 -2.240187
H -1.153345 1.397894 -3.432112
C 0.136122 6.777961 -0.691067
C 0.031580 5.280363 -0.654169
C 1.333120 4.491379 -0.545486
O 1.010715 3.530374 0.501297
C -0.250961 3.679865 0.887648
O -0.875068 2.853159 1.532595
O -0.800611 4.788127 0.431913
H -0.827839 7.252674 -0.491157
H 0.479707 7.241235 -1.611807
H 0.752833 7.103947 0.152775
H -0.515398 4.968695 -1.550404
H 2.168501 5.028801 -0.092261
H 1.652070 4.051325 -1.486117

Forces on the atoms, in the same order (eV/Å):
0.452 -0.041 -1.769
-0.921 0.450 0.669
0.474 -0.891 -1.389
3.199 -0.781 -3.520
-0.503 0.402 0.448
-0.786 0.400 1.887
-0.538 -0.050 0.682
-0.605 0.072 0.935
-0.201 -0.672 0.463
-1.226 0.498 0.532
0.083 -0.803 1.258
0.741 0.732 0.101
-0.492 -0.113 -0.790
-0.668 -0.096 0.056
0.348 0.815 -0.175
-0.701 -0.002 -0.350
0.361 0.095 -0.347
1.449 -0.253 0.398
-0.607 -0.207 -0.930
-1.039 1.280 -0.268
0.516 -0.786 0.209
-0.035 0.405 -0.134
0.030 0.313 -0.079
-0.183 0.128 -0.009
0.625 -1.074 0.926
-0.263 0.533 -0.616
0.045 -0.033 0.195
0.099 0.011 0.052
0.015 0.048 -0.056
-0.058 0.273 -0.066
-0.287 0.238 -0.028
0.057 0.062 0.193
1.136 -0.383 2.383
-0.250 0.093 -0.575
-0.207 0.707 -0.264
-0.226 -0.127 -0.667
-0.272 0.335 -0.171
-0.578 0.513 -0.098
-0.681 -0.040 0.870
1.157 -0.430 -0.022
-0.306 1.900 -0.307
0.050 -1.081 0.166
0.366 -1.199 0.124
-0.092 -0.015 0.011
0.325 0.019 0.198
0.390 -0.151 -0.120
-0.077 -0.260 -0.027
-0.350 0.238 -0.748
0.274 -0.194 0.230
-0.264 0.757 1.537
-0.461 0.394 -1.776
0.283 0.751 1.201
-0.397 -1.071 -0.205
-0.202 0.158 -0.715
0.208 -0.666 0.955
0.479 -0.248 0.301
-0.168 -0.339 -0.138
0.320 -0.534 -0.151
0.231 0.118 -0.259
0.123 -0.131 0.042
-0.121 0.406 -0.491
-0.071 -0.474 0.236